Formula: C24H34I2N3O5PtSSi
Source: OMol25
Level of theory: ωB97M-V/def2-TZVPD

The HOMO-LUMO gap (spin up / spin down) comes out at 5.81 / 5.78 eV. The net charge is +3. The value obtained for the calculated total energy is -78283.36118 eV.

```
71
Properties=species:S:1:pos:R:3:forces:R:3
Pt 0.8307 1.3947 0.9256 0.27 -0.08 0.11
O 6.1609 -1.2823 5.5576 0.01 0.00 -0.01
N 5.0820 -0.7622 5.6572 0.00 0.00 0.02
O 4.4416 -0.5969 6.6741 0.00 0.00 0.00
C 4.4788 -0.2267 4.4096 -0.03 0.00 0.00
C 5.3344 0.1434 3.4357 0.00 0.00 -0.02
C 4.8483 0.7336 2.2211 0.04 0.00 -0.01
C 5.6583 1.1859 1.1620 0.01 -0.01 0.01
C 5.0667 1.7511 0.0557 -0.01 0.00 0.00
C 3.6756 1.8584 -0.0116 0.00 0.01 -0.02
N 2.9053 1.4298 0.9819 0.00 0.04 -0.08
C 3.4747 0.8810 2.0815 -0.04 -0.01 0.02
C 2.5838 0.4646 3.1036 -0.01 0.04 -0.02
N 1.2689 0.6636 2.8352 -0.06 -0.02 0.03
C 0.3568 0.3098 3.7289 0.01 -0.01 -0.02
C 0.7303 -0.2764 4.9374 0.00 0.00 0.00
C 2.0587 -0.4846 5.2297 0.00 -0.01 0.01
C 3.0436 -0.0927 4.2961 0.03 0.00 0.01
H 6.3969 -0.0052 3.5830 0.00 0.00 0.00
H 6.7354 1.0881 1.2214 0.00 0.00 0.00
H 5.6576 2.1099 -0.7751 0.00 0.00 0.00
H 3.1818 2.2861 -0.8739 0.00 0.00 0.00
H -0.6803 0.4872 3.4755 0.00 -0.01 0.00
H -0.0393 -0.5653 5.6390 0.00 0.00 0.00
H 2.3462 -0.9363 6.1668 0.00 0.00 0.00
C -6.0501 3.2499 -2.8047 0.00 0.01 0.00
C -5.5730 1.8958 -3.2880 -0.02 -0.01 0.01
C -6.1795 1.5096 -4.6194 0.00 0.00 0.00
C -4.0625 1.7723 -3.2852 -0.01 0.00 -0.01
O -6.1020 0.8767 -2.3230 0.03 0.02 0.00
Si -6.0166 0.6012 -0.7906 -0.07 0.05 0.07
S -0.4472 0.9693 -0.6089 -0.07 0.05 0.03
O -4.9160 1.3375 0.0818 -0.01 -0.02 0.01
C -4.8476 1.5060 1.5602 0.02 0.01 -0.03
C -4.5069 0.1616 2.1718 0.00 -0.01 0.01
C -3.7648 2.5450 1.8109 0.05 0.14 0.16
C -6.1942 2.0312 2.0296 -0.01 -0.01 0.01
O -6.9648 -0.4176 -0.0827 0.07 -0.08 -0.11
C -8.1064 -1.3089 -0.5533 -0.02 0.03 0.04
C -7.6635 -2.0092 -1.8196 0.02 -0.01 0.01
C -8.3134 -2.2700 0.5953 -0.02 0.01 0.01
C -9.2896 -0.3915 -0.7708 0.00 0.01 -0.02
H -5.7261 4.0222 -3.5022 0.00 0.00 0.00
H -5.6323 3.4884 -1.8233 0.00 0.00 0.00
H -7.1385 3.2816 -2.7547 0.00 0.00 0.00
H -5.8434 2.2078 -5.3859 0.00 0.00 0.00
H -7.2670 1.5502 -4.5752 0.00 0.00 0.00
H -5.8724 0.5057 -4.9102 0.00 0.00 0.00
H -3.6445 2.4664 -4.0142 0.00 0.00 0.00
H -3.7603 0.7631 -3.5664 0.01 0.00 0.00
H -3.6559 2.0209 -2.3022 0.00 0.00 0.00
H -3.5713 -0.2221 1.7596 0.00 0.00 0.00
H -5.2969 -0.5676 1.9926 0.00 0.00 0.00
H -4.3960 0.2729 3.2512 0.00 -0.01 0.00
H -2.7388 2.1697 1.7025 -0.22 -0.17 -0.21
H -3.8626 2.8936 2.8404 0.00 0.02 -0.01
H -3.9049 3.4061 1.1577 0.01 0.00 -0.01
H -6.9879 1.3089 1.8339 0.00 0.00 0.00
H -6.4321 2.9774 1.5410 0.00 0.00 0.00
H -6.1719 2.2053 3.1049 0.00 0.00 0.00
H -6.7609 -2.5971 -1.6456 0.00 0.00 0.00
H -7.4941 -1.3032 -2.6326 0.00 0.00 0.00
H -8.4487 -2.6960 -2.1352 0.00 0.00 0.00
H -7.4235 -2.8761 0.7628 0.00 0.00 0.00
H -9.1395 -2.9391 0.3553 0.00 0.00 0.00
H -8.5647 -1.7354 1.5107 0.00 0.00 0.00
H -9.0917 0.3250 -1.5711 0.00 0.00 0.00
H -9.5436 0.1437 0.1438 0.00 0.00 0.00
H -10.1554 -0.9839 -1.0663 0.00 0.00 0.00
I 0.6485 3.8264 1.9818 -0.01 0.02 -0.04
I 2.7590 4.2039 3.5328 0.02 0.01 0.04
```
Forces are in eV/Å.